No. 1
Computed, not measured: a single C25H27N3O5 molecule at a distorted geometry, with the ωB97M-V functional and the def2-TZVPD basis.

Cartesian coordinates (Å):
1 H -2.689 1.666 3.836
2 H -1.717 -2.604 -4.458
3 C -1.680 -1.541 -4.205
4 C -0.264 3.777 0.397
5 H -0.114 -3.180 -2.618
6 C -2.567 -0.334 1.744
7 H 0.887 0.974 -1.063
8 C -1.880 -2.921 -0.868
9 H -4.868 0.467 -1.555
10 N -2.826 -1.247 -3.387
11 H 6.532 -0.339 2.075
12 H 4.350 2.344 3.458
13 C 0.699 -1.316 1.401
14 C -2.186 1.890 2.919
15 C -0.057 -2.131 -2.311
16 H 3.435 2.640 1.982
17 C -2.624 -2.379 0.300
18 C -3.768 -2.117 -2.952
19 C 1.174 0.388 -0.202
20 C 4.888 1.034 1.837
21 C -3.166 -0.029 -2.863
22 H 0.038 -2.070 1.801
23 H 5.121 3.164 2.092
24 H -1.421 3.965 3.156
25 C 2.403 0.624 0.390
26 H -2.606 0.860 -3.073
27 H -0.773 3.893 -0.559
28 H -3.709 -3.898 0.315
29 C 0.304 -0.569 0.297
30 C -1.044 2.887 1.296
31 C -4.296 -0.235 -2.127
32 N -0.990 -1.977 -1.228
33 O -3.305 -0.769 2.612
34 C -1.526 3.081 2.562
35 H -0.354 -0.180 -3.181
36 C -2.059 1.037 1.847
37 H -1.743 -0.960 -5.134
38 H 3.045 1.382 -0.031
39 C 6.217 0.626 2.463
40 C 2.790 -0.114 1.505
41 H 6.979 1.367 2.238
42 O -2.056 -4.014 -1.376
43 C -1.034 -0.809 -0.362
44 C 1.921 -1.093 1.996
45 N -4.658 -1.542 -2.194
46 H -0.145 4.752 0.858
47 O -3.587 -3.093 0.851
48 H 6.105 0.544 3.541
49 H 0.452 -1.344 -4.234
50 H 0.954 -1.922 -1.943
51 H 5.008 1.083 0.745
52 C 4.417 2.386 2.374
53 H 0.720 3.349 0.206
54 C -0.353 -1.221 -3.508
55 H -3.761 -3.157 -3.210
56 O -1.365 1.656 0.859
57 O 3.962 0.007 2.172
58 H -1.308 0.074 -0.952
59 H 2.232 -1.664 2.856
60 C -2.138 -1.151 0.610

## Properties
SMILES   Cc1ccc(C(=O)C2=C(O)C(=O)N(CCCn3ccnc3)[C@@H]2c2ccc(OC(C)C)cc2)o1
Frontier orbital gap   8.51 eV
Total charge   0
Highest occupied orbital energy   -8.53 eV

***

No. 2
Computed, not measured: a molecular structure, C25H27N3RhSSi, with the ωB97M-V functional and the def2-TZVPD basis.

Cartesian coordinates (Å):
1 C -2.769 1.217 -3.234
2 C -0.983 3.374 1.545
3 H -0.387 1.388 -5.627
4 H -3.835 1.301 -3.086
5 H 2.003 -3.312 -1.324
6 H -3.244 0.183 2.899
7 H 3.493 -2.894 1.880
8 H 2.852 0.826 -0.489
9 H -0.196 -3.939 -0.051
10 C -3.040 0.338 1.850
11 H 3.847 -0.828 -4.294
12 H -4.448 1.304 -1.058
13 C -2.223 1.389 -4.495
14 H -0.290 -1.597 3.396
15 H 3.071 -3.044 -3.508
16 C 0.771 -1.709 3.165
17 H -0.633 -4.244 1.631
18 H -1.560 3.829 0.750
19 H 1.190 -2.362 3.934
20 C -4.025 0.752 0.969
21 H -0.959 2.989 4.908
22 N -0.606 0.800 -2.347
23 C -1.761 0.139 1.365
24 H 3.636 1.145 -2.825
25 N -1.455 0.312 0.080
26 H 0.997 0.852 -3.628
27 C 2.205 -1.216 -0.781
28 C -0.854 1.261 -4.662
29 C -0.383 -3.459 0.913
30 C -1.385 3.493 2.867
31 N 1.402 -1.161 0.329
32 C -2.400 0.727 -0.782
33 H 1.253 -0.735 3.264
34 C 2.952 -2.184 -2.860
35 C 0.176 2.667 1.226
36 Rh 0.457 0.229 -0.698
37 Si 1.092 -2.472 1.488
38 C -0.076 0.965 -3.558
39 H -5.035 0.927 1.314
40 C 3.387 -0.912 -3.319
41 C 2.369 -2.344 -1.640
42 C 2.674 0.051 -1.224
43 H 2.508 -4.274 2.358
44 H 2.890 -4.017 0.660
45 H -2.862 1.617 -5.337
46 H -0.945 -0.144 2.013
47 S 0.669 2.517 -0.464
48 C 0.930 2.088 2.246
49 H -1.262 -2.819 0.801
50 C -1.933 0.927 -2.169
51 H 1.104 1.743 4.353
52 C -0.644 2.896 3.877
53 H 1.835 1.546 1.997
54 C 3.258 0.178 -2.515
55 C 2.638 -3.508 1.590
56 C 0.515 2.194 3.564
57 C -3.699 0.957 -0.362
58 H -2.279 4.054 3.108

## Properties
Frontier orbital gap   6.98 eV
Total charge   +1
Highest occupied orbital energy   -10.73 eV

***

No. 3
Computed, not measured: a molecular structure, C25H27N4O7ReS2, with the ωB97M-V functional and the def2-TZVPD basis.

Cartesian coordinates (Å):
1 H 3.071 -0.249 -2.523
2 C 1.636 2.139 -4.447
3 C -0.211 1.464 2.898
4 S 3.728 2.480 0.415
5 C 2.811 0.740 -2.885
6 H -3.210 -2.024 5.614
7 O -2.043 -0.681 0.763
8 C -0.127 -1.561 -1.978
9 H -2.575 1.164 1.455
10 O -1.180 1.937 -0.452
11 H -0.047 3.582 2.789
12 O -0.061 -1.413 2.502
13 H -2.196 1.999 4.651
14 S 2.406 -0.275 0.489
15 H 1.161 2.815 3.790
16 H 1.953 4.251 -4.221
17 N 0.378 1.130 1.783
18 C 0.714 -4.810 -0.492
19 C 1.949 0.877 -3.966
20 H 1.524 -0.002 -4.431
21 C 4.325 1.713 -1.129
22 H -2.692 -1.775 -0.894
23 H 0.804 -4.033 1.490
24 H -3.555 0.417 5.909
25 H 3.475 4.005 -2.301
26 H -3.846 0.299 0.581
27 H -1.528 -2.841 3.990
28 H 0.972 2.247 -5.294
29 C -1.079 0.505 3.570
30 H -1.283 3.285 -2.032
31 C -1.689 -1.782 4.141
32 H -3.202 2.055 -0.867
33 H 4.597 0.674 -0.951
34 C -2.710 -1.813 0.197
35 H 0.949 -5.846 -0.318
36 H 0.335 2.921 -1.381
37 C 0.105 2.787 3.519
38 C 3.045 3.125 -2.766
39 H -0.479 2.970 4.411
40 O 0.074 -4.089 -4.055
41 C -2.418 1.311 -0.671
42 C -0.936 -0.885 3.386
43 O -0.219 -0.544 -1.146
44 C -2.039 0.941 4.505
45 O -0.311 -1.492 -3.171
46 O 0.625 -6.006 -3.081
47 H -0.103 -3.150 -3.827
48 C -2.621 -1.320 5.042
49 C 2.186 3.264 -3.844
50 C 3.368 1.860 -2.279
51 C 0.425 -4.155 -1.672
52 C 0.206 -2.826 -1.282
53 C 2.352 1.483 0.792
54 C -0.634 2.497 -1.639
55 C 0.387 -4.835 -3.004
56 Re 0.243 -0.669 0.784
57 H -2.371 0.641 -1.539
58 H 5.249 2.265 -1.312
59 H -0.496 1.724 -2.400
60 N 0.338 -2.697 0.029
61 N 0.655 -3.901 0.500
62 C -2.786 0.553 0.580
63 H -3.744 -1.831 0.541
64 N 1.356 2.037 1.371
65 H -2.203 -2.706 0.552
66 C -2.812 0.052 5.213

## Properties
Frontier orbital gap (spin up / spin down)   7.00 / 7.25 eV
Total charge   +1
Highest occupied orbital energy (spin up / spin down)   -11.32 / -11.32 eV
Spin multiplicity   2

***

No. 4
Computed, not measured: a molecular structure, C25H28BN8OS2W at a distorted geometry, with the ωB97M-V functional and the def2-TZVPD basis.

Cartesian coordinates (Å):
1 H 4.539 2.248 4.500
2 C -1.249 -4.335 -1.120
3 N -1.601 -0.733 -1.146
4 C -0.746 1.893 2.504
5 N -2.861 0.102 -0.915
6 H -3.891 2.431 1.882
7 H -1.838 4.904 -3.782
8 H 0.507 3.568 -3.144
9 C 2.615 -1.413 -0.097
10 C -0.493 3.442 -2.760
11 C 3.770 0.571 -0.895
12 H 2.889 3.422 3.111
13 H -2.075 -6.045 -0.270
14 C -0.982 -2.370 0.875
15 B -2.787 1.610 -0.512
16 H 1.784 -2.991 -1.264
17 H 3.628 -1.826 -0.213
18 S 1.505 2.779 0.752
19 H -3.927 1.991 -0.457
20 H -3.694 3.677 -2.180
21 N -0.849 1.647 1.200
22 H -0.940 -4.877 -2.012
23 O 1.679 0.943 -2.199
24 W 0.429 0.559 -0.358
25 C 2.712 1.882 1.639
26 H -1.829 -3.006 2.682
27 N -2.033 2.550 -1.537
28 H -0.761 -0.479 -3.064
29 N -0.699 2.519 -1.839
30 C -0.855 -2.593 -0.539
31 C 4.619 0.516 3.225
32 C -1.817 -5.006 -0.065
33 H 2.186 -1.571 -2.233
34 C -1.688 4.106 -3.074
35 C 4.114 -0.052 2.068
36 C -0.466 -0.347 -2.027
37 N -2.153 1.821 0.875
38 C -2.112 -4.526 1.213
39 C -1.975 2.255 3.033
40 C -2.635 3.502 -2.276
41 H 0.739 0.898 -2.372
42 N 0.286 -1.574 -1.299
43 C 3.237 2.438 2.818
44 H -2.196 2.506 4.055
45 C -3.407 -2.127 -1.327
46 H 2.190 -1.807 0.828
47 C -3.848 -0.882 -1.086
48 H 4.459 -1.029 1.750
49 H -2.597 -5.183 1.923
50 N 2.730 0.038 0.026
51 C 3.151 0.598 1.308
52 C 4.167 1.776 3.598
53 H 5.350 -0.013 3.823
54 H 0.194 1.776 3.018
55 H 3.567 0.280 -1.919
56 H 4.726 0.131 -0.585
57 H -4.054 -2.981 -1.455
58 C -2.839 2.217 1.956
59 H -4.873 -0.567 -0.963
60 C -1.663 -3.281 1.644
61 H -1.025 -3.122 -1.924
62 H -1.542 0.468 -1.405
63 C 1.747 -1.897 -1.291
64 C -1.942 -2.171 -1.492
65 H 3.781 1.654 -0.831
66 S -0.358 -0.914 1.618

## Properties
Frontier orbital gap (spin up / spin down)   5.39 / 5.43 eV
Total charge   -1
Highest occupied orbital energy (spin up / spin down)   -2.65 / -2.79 eV
Spin multiplicity   3

***

No. 5
Computed, not measured: a molecular structure, C25H28BrCaN11OPS, with the ωB97M-V functional and the def2-TZVPD basis.

Cartesian coordinates (Å):
1 O 4.502 -0.157 4.986
2 C 1.731 -1.788 -4.653
3 H 4.954 0.689 5.056
4 H -5.172 -0.534 -2.100
5 H 3.502 1.357 0.848
6 N -1.208 -1.443 -0.868
7 C 0.375 -0.575 -3.433
8 N 2.727 -0.487 1.255
9 H -1.219 -1.367 -5.732
10 H 4.550 -4.168 1.309
11 C 3.938 -0.264 3.755
12 H -3.392 3.717 1.226
13 H -4.400 -1.994 -0.324
14 C -2.256 1.461 3.467
15 N -0.431 3.042 -2.179
16 N -3.181 -0.782 -1.593
17 N 0.200 -0.803 2.389
18 C 2.191 -1.728 -3.369
19 H -1.927 -2.829 0.588
20 S 2.219 -3.373 -0.031
21 N 0.577 -1.055 -4.686
22 C 0.311 3.710 -1.245
23 H -1.827 -2.432 3.710
24 C -4.217 -0.070 -2.327
25 H -1.078 3.250 -4.164
26 C -1.613 0.623 2.556
27 H 1.582 2.885 0.356
28 N 4.125 -3.396 1.796
29 Ca 0.981 -0.737 -0.198
30 C -2.896 2.850 1.640
31 C -0.896 -0.610 3.015
32 H 4.571 -2.984 2.608
33 N 1.004 -1.866 2.358
34 H -2.483 -0.963 4.398
35 C 3.438 0.588 1.615
36 C -1.279 3.672 -3.183
37 H 2.114 -2.279 -5.531
38 H 3.065 -2.189 -2.941
39 C 3.265 -1.405 3.465
40 H -3.388 3.268 3.693
41 C -2.229 1.963 0.813
42 C -0.246 1.713 -1.965
43 N -1.599 0.874 1.244
44 C 4.068 0.788 2.810
45 C -2.174 -2.108 -0.176
46 Br 0.744 -3.433 3.417
47 C -2.898 2.594 3.002
48 C -0.263 -0.863 -5.860
49 H -0.929 -1.581 4.958
50 H -0.426 0.197 -6.040
51 N 1.341 -0.968 -2.619
52 H -4.249 0.975 -2.022
53 H -2.331 3.537 -2.937
54 P -1.069 0.437 -2.983
55 C -1.837 -0.644 -1.718
56 C 0.924 2.754 -0.486
57 N 0.577 1.518 -0.945
58 H -4.033 -0.136 -3.397
59 H -2.226 1.245 4.525
60 C -1.561 -1.444 4.083
61 H -1.046 4.733 -3.201
62 H 0.337 4.785 -1.207
63 H 4.639 1.682 3.014
64 H -2.198 2.137 -0.259
65 C -3.403 -1.708 -0.612
66 C 3.015 -2.851 1.355
67 C 2.591 -1.566 2.165
68 H 3.169 -2.171 4.223
69 H 0.252 -1.293 -6.714

## Properties
Frontier orbital gap   6.93 eV
Total charge   +1
Highest occupied orbital energy   -9.02 eV

***

No. 6
Computed, not measured: a molecular structure, C25H28BrN4O2SSiW at a distorted geometry, with the ωB97M-V functional and the def2-TZVPD basis.

Cartesian coordinates (Å):
1 H -1.828 2.996 3.788
2 C 1.332 1.092 3.685
3 H 4.396 -0.739 -0.119
4 C -2.249 -6.664 -0.262
5 C -1.320 -4.349 2.125
6 H 1.518 -6.583 1.383
7 C -1.364 -1.976 2.213
8 H 1.361 -5.416 -1.640
9 H 3.854 -2.242 0.615
10 C 2.316 -0.236 1.796
11 N -0.797 -1.893 0.999
12 S 0.096 -2.773 -1.269
13 C -3.564 4.230 3.553
14 O 1.304 -0.615 -0.273
15 H -3.601 -2.516 -0.458
16 C -2.759 0.340 -2.877
17 H -1.510 -5.306 2.582
18 C 0.399 -5.913 -1.700
19 C -4.629 4.565 2.727
20 H -4.772 0.179 -3.593
21 H 0.434 0.866 4.256
22 H -3.429 4.750 4.489
23 C -1.842 -0.133 -1.935
24 H 3.344 -1.828 -1.044
25 C -3.416 -1.698 -1.146
26 H -2.489 1.155 -3.533
27 H 0.705 -8.013 0.784
28 H 1.357 2.175 3.565
29 H -2.795 -6.728 0.674
30 C 1.242 0.462 2.339
31 C -4.030 -0.213 -2.911
32 Br 0.350 2.073 -1.070
33 H -2.823 -6.041 -0.943
34 C 3.558 -1.433 -0.051
35 H 0.050 -7.151 2.157
36 N 0.096 0.629 1.634
37 O -2.087 0.823 0.480
38 C -2.678 3.246 3.172
39 H -2.126 -3.204 3.772
40 Si -0.482 -5.990 -0.028
41 H 3.212 -0.330 2.386
42 C 0.543 -7.024 1.199
43 H -2.215 -7.661 -0.688
44 C -2.870 2.574 1.955
45 N -0.797 1.427 2.228
46 C -0.756 -4.311 0.863
47 C -4.812 3.918 1.513
48 H 2.212 0.760 4.223
49 C -1.914 1.576 1.533
50 H -5.342 -1.710 -2.053
51 C -1.654 -3.181 2.806
52 C -0.524 -3.042 0.316
53 C -3.941 2.922 1.123
54 C 2.348 -0.740 0.492
55 H 0.569 -6.923 -2.061
56 H -5.635 4.200 0.876
57 H -5.305 5.353 3.017
58 N -2.220 -1.112 -1.103
59 H -1.580 -1.037 2.714
60 W -0.525 -0.200 -0.286
61 H -4.055 2.414 0.175
62 H -0.191 -5.391 -2.446
63 C -4.363 -1.256 -2.046

## Properties
Frontier orbital gap   5.39 eV
Total charge   +1
Highest occupied orbital energy   -10.59 eV

***

No. 7
Computed, not measured: a molecular structure, C25H28CoF5O2S at a distorted geometry, with the ωB97M-V functional and the def2-TZVPD basis.

Cartesian coordinates (Å):
1 F 0.036 -5.825 5.267
2 H -1.920 -2.400 2.077
3 H 0.897 -0.918 -6.326
4 C 2.474 0.849 1.826
5 Co -0.455 0.000 1.647
6 F 0.857 -0.408 5.382
7 C -1.961 0.930 2.565
8 H -0.474 3.675 -4.645
9 C -2.183 -0.576 0.802
10 H -1.670 -0.635 4.146
11 O -0.460 -0.807 -3.441
12 F 0.235 -4.454 2.933
13 H -1.623 1.415 -4.062
14 H -2.386 1.639 0.466
15 H -0.274 -2.223 -6.366
16 F 0.742 -1.808 7.695
17 H -1.975 1.840 3.162
18 O 0.871 1.751 -3.007
19 H 0.104 -2.665 -2.735
20 H 0.202 4.643 -3.241
21 S 0.950 -1.642 2.532
22 C 2.094 1.134 3.183
23 C -1.810 -0.387 3.096
24 H -1.747 -1.010 -5.099
25 H -0.624 0.349 -5.205
26 C 0.400 -3.825 6.503
27 C -0.322 2.532 -2.728
28 H 2.732 0.936 4.044
29 C 1.386 2.838 -3.844
30 C 1.079 -2.303 -4.650
31 C 0.437 1.965 1.795
32 C 1.468 1.345 0.957
33 C 0.618 -2.449 6.514
34 H -2.401 -0.989 -0.179
35 H 1.568 2.444 -4.851
36 H 1.495 1.390 -0.134
37 H 0.916 -3.375 -4.754
38 C 0.710 -1.756 5.315
39 C -0.710 -0.699 -4.878
40 C 0.871 1.819 3.176
41 C -0.431 2.932 -1.277
42 C 0.388 -3.789 4.101
43 H 0.423 3.523 -0.940
44 C -1.938 -1.320 2.003
45 H -0.261 2.734 1.458
46 H 3.421 0.421 1.500
47 H -2.388 2.724 -3.206
48 C -1.634 1.933 -3.115
49 H 2.147 -2.105 -4.744
50 C 0.261 -1.546 -5.701
51 C 0.545 -1.819 -3.290
52 C -2.157 0.819 1.138
53 H -1.987 1.228 -2.367
54 H -1.358 3.494 -1.091
55 H 1.334 -1.380 -2.670
56 C 0.267 -4.496 5.289
57 C 0.102 3.663 -3.709
58 C 0.644 -2.403 4.066
59 F 0.320 -4.509 7.657
60 H 2.284 3.311 -3.417
61 H 0.370 2.229 4.056
62 H -0.499 2.015 -0.681

## Properties
Frontier orbital gap (spin up / spin down)   5.19 / 6.17 eV
Total charge   -1
Highest occupied orbital energy (spin up / spin down)   -2.71 / -3.70 eV
Spin multiplicity   4